1.
# C12H42N6O9

9 unconnected molecules or ions with the total composition C12H42N6O9 at a distorted geometry (ωB97M-V/def2-TZVPD, the Open Molecules 2025 dataset).

Last column: Mulliken charge in e.
Positions of all 69 atoms, in Å:
N (-0.417, -2.037, 0.647)  0.09
C (-1.709, -2.002, 1.034)  0.10
N (-2.017, -2.949, 1.867)  -0.35
O (-2.530, -1.079, 0.611)  -0.67
H (-0.147, -1.228, -0.009)  -0.23
H (0.320, -2.733, 0.767)  0.32
H (-3.072, -3.086, 2.180)  0.33
H (-1.508, -3.850, 2.003)  0.25
N (-0.440, -1.535, 3.898)  -0.27
C (0.636, -0.860, 3.753)  0.41
N (1.120, -0.769, 2.552)  0.00
O (1.133, -0.188, 4.866)  -0.76
H (-0.969, -1.189, 4.781)  0.29
H (-0.966, -2.027, 3.190)  0.36
H (2.043, -0.295, 2.454)  0.03
H (0.598, -1.220, 1.799)  0.44
N (-1.950, 3.474, -1.242)  -0.25
C (-1.226, 4.297, -0.567)  0.44
N (-0.956, 3.937, 0.625)  -0.31
O (-0.657, 5.510, -1.043)  -0.73
H (-2.139, 3.800, -2.194)  0.24
H (-2.313, 2.633, -0.894)  0.18
H (-0.575, 4.507, 1.345)  0.18
H (-1.293, 3.009, 0.771)  0.10
C (-1.374, 0.029, -2.111)  -0.99
C (0.013, 0.594, -2.033)  -0.64
O (0.574, 0.273, -0.701)  0.60
H (-1.340, -1.102, -2.244)  -0.31
H (-1.906, 0.267, -3.090)  0.42
H (-2.071, 0.468, -1.440)  0.41
H (-0.033, 1.665, -2.056)  0.42
H (0.729, 0.382, -2.848)  0.65
H (0.497, 1.111, -0.268)  -0.31
C (-2.875, -3.389, -2.646)  -0.97
C (-2.941, -4.416, -1.534)  0.09
O (-2.934, -5.726, -2.118)  -0.55
H (-2.929, -2.406, -2.241)  0.22
H (-3.760, -3.476, -3.293)  0.37
H (-1.954, -3.388, -3.150)  0.33
H (-3.926, -4.369, -1.040)  0.20
H (-2.133, -4.227, -0.864)  0.09
H (-2.614, -6.394, -1.466)  0.30
C (3.060, 2.942, -1.776)  -0.88
C (2.227, 3.706, -0.741)  -0.28
O (1.405, 2.788, -0.019)  -0.09
H (3.852, 2.389, -1.254)  0.10
H (3.459, 3.691, -2.424)  0.49
H (2.468, 2.283, -2.396)  0.11
H (1.520, 4.185, -1.360)  0.32
H (2.812, 4.453, -0.196)  0.29
H (0.602, 3.177, 0.326)  0.18
C (3.566, 0.653, 0.930)  -0.48
O (3.701, -0.139, 2.037)  -0.62
H (4.459, 1.157, 0.528)  0.47
H (2.871, 1.470, 1.254)  0.12
H (3.174, 0.116, 0.050)  -0.02
H (4.619, -0.090, 2.167)  0.37
C (1.668, -2.614, -2.095)  -0.13
O (2.475, -1.515, -1.865)  -0.57
H (2.183, -3.576, -1.774)  0.29
H (1.496, -2.712, -3.170)  0.27
H (0.715, -2.410, -1.603)  -0.23
H (1.902, -0.771, -1.809)  0.08
C (-0.755, 2.110, 3.063)  -1.07
O (-0.909, 1.348, 1.883)  -0.50
H (0.296, 2.263, 3.109)  0.35
H (-0.974, 1.559, 3.941)  0.46
H (-1.318, 3.049, 3.118)  0.33
H (-0.535, 0.439, 2.051)  0.16

The LUMO energy is -0.1 eV. As for the SMILES: NC(N)=O.NC(N)=O.NC(N)=O.CCO.CCO.CCO.CO.CO.CO. Its orbital gap is 8.71 eV. The calculation puts the relative energy (zero: lowest compared OMol25 entry of this formula, charge and spin) at 7.525 eV.

***

2.
# C12H43AsF6O9

A molecular structure, C12H43AsF6O9 at a distorted geometry (ωB97M-V/def2-TZVPD, the Open Molecules 2025 dataset).

Last column: Mulliken charge in e.
Positions of all 71 atoms, in Å:
O (0.702, -3.812, 3.344)  -0.33
H (-0.121, -3.235, 3.299)  0.45
H (0.940, -4.260, 2.493)  0.43
H (1.433, -3.347, 3.788)  0.42
As (0.224, -0.649, 1.799)  2.02
F (0.063, -1.919, 0.630)  -0.24
F (-1.297, 0.020, 1.340)  -0.43
F (0.479, 0.540, 3.014)  -0.57
F (1.737, -1.394, 2.278)  -0.58
F (1.052, 0.278, 0.584)  -0.43
F (-0.583, -1.715, 2.967)  -0.59
O (3.273, 2.277, 1.013)  -0.74
H (2.929, 1.483, 0.586)  0.31
H (3.151, 2.986, 0.355)  0.39
O (-1.040, -0.166, 5.538)  -0.61
H (-0.797, 0.376, 4.777)  0.30
H (-1.850, 0.231, 5.874)  0.31
O (0.367, -4.793, 0.711)  -0.69
H (0.876, -4.461, -0.058)  0.44
H (-0.428, -5.177, 0.328)  0.28
O (0.623, 3.169, 2.152)  -0.64
H (1.453, 2.824, 1.783)  0.40
H (0.116, 2.385, 2.386)  0.25
C (0.902, 3.119, -1.441)  -1.00
C (1.464, 4.519, -1.471)  0.55
C (0.664, 5.527, -0.682)  -1.28
O (2.801, 4.417, -0.916)  -0.58
H (0.630, 2.705, -0.471)  -0.04
H (1.567, 2.390, -1.914)  0.33
H (-0.011, 3.067, -2.048)  0.52
H (1.521, 4.787, -2.530)  0.25
H (0.595, 5.285, 0.376)  0.23
H (-0.359, 5.597, -1.067)  0.35
H (1.089, 6.523, -0.836)  0.39
H (3.299, 5.197, -1.180)  0.30
C (3.689, -4.392, -0.494)  -1.35
C (2.736, -3.467, -1.248)  1.40
C (3.371, -2.732, -2.427)  -1.46
O (1.601, -4.207, -1.674)  -0.72
H (4.633, -3.860, -0.366)  0.39
H (3.827, -5.359, -0.976)  0.35
H (3.317, -4.562, 0.519)  0.24
H (2.531, -2.707, -0.476)  -0.37
H (4.165, -2.076, -2.074)  0.41
H (2.591, -2.129, -2.898)  0.38
H (3.744, -3.445, -3.163)  0.33
H (1.049, -3.681, -2.265)  0.19
C (-4.397, 1.981, 2.337)  -1.18
C (-4.243, 2.872, 1.128)  0.40
C (-3.294, 2.424, 0.044)  -0.68
O (-5.550, 3.140, 0.567)  -0.57
H (-5.113, 2.444, 3.012)  0.35
H (-3.456, 1.859, 2.882)  0.23
H (-4.680, 0.969, 2.035)  0.33
H (-3.951, 3.878, 1.439)  0.23
H (-2.888, 3.221, -0.580)  0.28
H (-3.640, 1.595, -0.577)  0.32
H (-2.355, 2.050, 0.475)  -0.05
H (-5.915, 2.309, 0.241)  0.34
C (-1.275, -0.695, -1.944)  -1.11
C (-1.710, -1.982, -2.614)  0.58
C (-0.998, -2.239, -3.970)  -1.16
O (-1.286, -3.081, -1.782)  -0.53
H (-1.573, -0.701, -0.901)  0.15
H (-1.819, 0.146, -2.390)  0.45
H (-0.216, -0.511, -2.124)  0.24
H (-2.781, -2.125, -2.796)  0.26
H (-1.469, -3.132, -4.378)  0.34
H (0.058, -2.344, -3.747)  0.19
H (-1.254, -1.446, -4.677)  0.38
H (-0.912, -2.790, -0.944)  0.29

The LUMO energy is -0.5 eV. Its orbital gap is 9.58 eV. The calculation puts the relative energy (zero: lowest compared OMol25 entry of this formula, charge and spin) at 0.137 eV.

***

3.
# C12H43N10NiO13

A molecular structure, C12H43N10NiO13 at a distorted geometry (ωB97M-V/def2-TZVPD, the Open Molecules 2025 dataset).

Last column: Mulliken spin population.
Positions of all 79 atoms, in Å:
Ni (-1.138, 2.702, -1.443)  1.00
O (1.541, -0.212, 0.336)  0.01
C (0.455, 0.605, 0.318)  0.40
O (-0.229, 0.584, 1.381)  -0.03
O (0.174, 1.323, -0.697)  0.24
H (1.381, -0.422, 1.259)  0.00
C (5.288, 0.019, 0.208)  0.00
O (5.018, -1.330, 0.586)  0.00
H (5.552, 0.554, 1.120)  0.00
H (6.063, 0.099, -0.555)  0.00
H (4.357, 0.415, -0.197)  0.00
H (5.009, -1.888, -0.195)  0.00
C (-0.147, -2.723, 2.749)  0.00
O (-1.004, -1.592, 3.030)  0.00
H (0.753, -2.231, 2.381)  0.00
H (0.102, -3.274, 3.657)  0.00
H (-0.796, -3.348, 2.135)  0.00
H (-0.738, -0.855, 2.476)  0.00
C (3.012, -3.717, -0.239)  0.00
O (4.237, -4.425, -0.549)  0.00
H (3.053, -2.649, -0.453)  0.00
H (2.214, -4.206, -0.797)  0.00
H (2.776, -4.030, 0.777)  0.00
H (4.152, -5.271, -0.103)  0.00
C (3.228, 0.738, 3.080)  0.00
O (3.270, -0.629, 2.874)  0.00
H (3.894, 1.080, 3.871)  0.00
H (3.389, 1.121, 2.072)  0.00
H (2.201, 1.002, 3.334)  0.00
H (3.666, -0.890, 2.040)  0.00
C (-1.385, 1.482, -4.395)  0.33
O (-1.037, 1.905, -3.360)  0.33
N (-1.607, 2.328, -5.294)  0.00
N (-1.737, 0.257, -4.717)  -0.04
H (-1.353, 3.290, -5.122)  -0.02
H (-1.491, 2.031, -6.252)  0.00
H (-2.065, -0.358, -3.986)  0.00
H (-1.819, 0.009, -5.692)  0.00
C (-3.619, 1.217, 4.248)  0.00
O (-4.469, 1.725, 4.937)  0.00
N (-2.417, 1.699, 4.158)  0.00
N (-3.796, 0.141, 3.564)  0.00
H (-2.043, 2.436, 4.738)  0.00
H (-1.803, 1.059, 3.675)  0.00
H (-2.961, -0.316, 3.226)  0.00
H (-4.648, -0.393, 3.649)  0.00
C (-1.180, 4.002, 1.570)  0.38
O (-1.341, 3.561, 0.413)  0.27
N (-1.875, 4.967, 2.007)  -0.03
N (-0.331, 3.360, 2.301)  -0.05
H (-1.826, 5.278, 2.966)  0.00
H (-2.522, 5.302, 1.307)  -0.01
H (-0.179, 2.414, 1.979)  -0.02
H (-0.006, 3.715, 3.188)  0.00
C (-3.513, 0.716, -0.480)  0.13
O (-2.688, 1.329, -1.145)  0.14
N (-3.166, -0.259, 0.363)  -0.01
N (-4.791, 0.895, -0.521)  0.00
H (-2.176, -0.321, 0.555)  0.00
H (-3.962, -0.724, 0.776)  0.00
H (-5.303, 1.510, -1.137)  0.00
H (-5.309, 0.285, 0.095)  0.00
C (-1.845, -2.337, -2.084)  0.01
O (-2.397, -1.410, -2.653)  0.00
N (-1.526, -3.506, -2.546)  0.00
N (-1.421, -2.323, -0.844)  0.00
H (-2.058, -3.624, -3.396)  0.00
H (-1.217, -4.361, -2.104)  0.00
H (-1.119, -1.398, -0.577)  0.00
H (-1.093, -3.146, -0.359)  0.00
C (2.359, 0.971, -3.522)  -0.03
C (1.913, -0.383, -3.100)  -0.03
O (2.959, -1.059, -2.476)  0.00
H (1.432, 1.541, -3.587)  0.03
H (3.128, 0.936, -4.294)  0.00
H (2.825, 1.507, -2.696)  -0.01
H (1.709, -0.971, -3.995)  0.00
H (1.169, -0.527, -2.317)  0.01
H (2.869, -1.002, -1.522)  0.00

The LUMO energy (alpha / beta) is 0.1 / 0.1 eV. Its orbital gap (alpha / beta) is 3.69 / 9.54 eV. As for the spin multiplicity: 4.